Density functional theory data (ωB97M-V with the def2-TZVPD basis set) for a 9-piece molecular cluster, C28H58Cl4O7S overall.

XYZ file:
```
98
Properties=species:S:1:pos:R:3:forces:R:3
C -19.983 -2.169 -8.049 0.6 -0.5 0.5
S -18.569 -3.145 -8.758 -0.5 -1.7 0.8
O -17.538 -3.285 -7.658 -0.8 0.5 -0.6
C -19.437 -4.811 -8.668 0.2 0.7 0.4
H -20.771 -1.797 -8.705 0.5 -0.1 -0.5
H -19.409 -1.368 -7.583 -0.4 0.3 0.0
H -20.494 -2.754 -7.284 0.3 0.0 0.2
H -20.283 -4.825 -9.355 0.0 -0.1 0.1
H -19.738 -4.912 -7.625 -0.4 0.4 0.0
H -18.790 -5.682 -8.775 0.4 0.4 -0.7
C -19.987 -3.983 -3.729 0.5 -1.0 -1.0
Cl -19.938 -2.776 -2.486 -0.2 0.4 0.3
Cl -21.359 -3.821 -4.885 0.3 0.0 0.6
H -19.060 -3.960 -4.303 -0.2 0.4 0.0
H -19.984 -4.978 -3.285 -0.5 0.2 0.1
C -19.647 -7.966 -4.356 0.4 0.7 0.6
Cl -20.068 -9.636 -4.576 -0.2 -0.6 0.0
Cl -19.755 -7.065 -5.874 0.0 0.1 0.0
H -20.293 -7.492 -3.617 -0.2 -0.2 -0.3
H -18.633 -7.903 -3.961 0.0 0.0 -0.3
C -20.575 -8.180 -10.718 -1.0 0.9 -0.4
C -20.335 -8.445 -9.250 1.1 -0.9 0.0
C -20.991 -9.826 -8.994 -0.3 2.1 -1.7
O -22.052 -9.790 -10.007 -0.7 -1.4 0.3
C -22.041 -8.636 -10.874 1.6 -0.3 1.6
H -19.924 -8.711 -11.413 0.1 -0.2 0.2
H -20.460 -7.109 -10.883 0.0 0.1 -0.4
H -20.776 -7.631 -8.675 -0.1 -0.2 0.2
H -19.262 -8.474 -9.063 0.0 0.1 0.3
H -21.354 -9.893 -7.969 -0.4 -0.2 -0.2
H -20.328 -10.658 -9.230 0.0 0.0 0.1
H -22.726 -7.925 -10.412 -0.1 0.4 -0.4
H -22.320 -8.863 -11.903 -0.1 -0.4 0.2
C -18.692 0.928 -9.590 -0.3 -1.6 0.5
C -17.733 1.616 -10.494 0.7 1.8 0.1
C -18.068 1.213 -11.929 0.2 -0.2 0.9
O -19.327 0.537 -11.825 -0.6 -0.6 0.1
C -19.917 0.633 -10.485 1.6 1.5 -0.4
H -18.863 1.473 -8.662 -0.4 0.2 -0.2
H -18.224 -0.001 -9.264 -0.2 -0.4 0.0
H -16.697 1.515 -10.169 0.1 -0.4 -0.3
H -17.915 2.680 -10.346 0.0 0.3 -0.4
H -17.305 0.581 -12.383 -0.2 -0.6 0.2
H -18.061 2.087 -12.579 -0.7 0.2 0.0
H -20.502 -0.228 -10.159 0.3 -0.2 -0.6
H -20.568 1.507 -10.504 -0.3 0.0 0.1
C -15.252 -4.986 -4.876 -1.3 -0.7 0.2
C -14.910 -4.889 -3.398 -0.6 0.4 -0.5
C -16.313 -4.663 -2.809 1.2 0.4 1.6
O -17.278 -5.293 -3.606 0.3 0.1 -0.5
C -16.625 -5.716 -4.787 0.5 -0.6 -1.5
H -14.445 -5.458 -5.437 -0.4 -0.2 -0.3
H -15.524 -4.029 -5.320 0.6 0.3 0.1
H -14.196 -4.072 -3.297 -0.2 0.0 0.7
H -14.506 -5.816 -2.989 0.2 0.0 -0.3
H -16.496 -3.592 -2.731 -0.3 0.1 0.1
H -16.365 -5.129 -1.825 -0.1 0.3 0.3
H -17.263 -5.483 -5.640 0.0 0.0 -0.1
H -16.507 -6.799 -4.749 0.1 -0.3 0.0
C -17.424 -1.522 -4.901 -2.1 -2.3 0.6
C -17.352 -0.699 -3.673 -0.8 1.4 1.0
C -16.075 0.084 -3.886 0.5 0.1 1.5
O -15.494 -0.412 -5.024 1.3 -0.5 -2.2
C -16.535 -0.883 -5.857 0.8 0.1 -1.3
H -18.437 -1.673 -5.273 -0.1 0.1 0.0
H -17.098 -2.521 -4.614 0.3 -0.2 -0.5
H -17.335 -1.247 -2.731 -0.1 -0.1 -0.2
H -18.189 -0.001 -3.646 -0.2 0.0 0.3
H -15.360 -0.152 -3.098 0.0 0.6 0.3
H -16.242 1.158 -3.970 0.0 0.2 0.1
H -16.243 -1.579 -6.643 0.7 0.0 0.3
H -16.990 -0.069 -6.422 -0.4 0.6 0.2
C -21.502 1.150 -3.609 0.4 -1.6 -0.3
C -20.909 1.906 -4.814 0.4 0.4 1.0
C -20.619 0.814 -5.815 -0.7 -0.1 0.2
O -21.715 -0.076 -5.628 -0.3 -0.5 -1.2
C -22.155 -0.084 -4.285 -0.1 0.7 0.3
H -22.230 1.630 -2.955 0.3 0.4 -0.2
H -20.708 0.707 -3.008 0.3 0.5 0.3
H -19.995 2.428 -4.533 -0.1 0.3 0.0
H -21.637 2.612 -5.213 0.1 0.0 -0.1
H -19.678 0.279 -5.695 0.3 0.0 0.5
H -20.591 1.209 -6.830 -0.4 -0.2 -0.2
H -21.912 -1.048 -3.839 0.2 0.1 0.2
H -23.233 0.052 -4.199 -0.2 -0.3 -0.6
C -22.425 -2.618 -11.376 -0.4 -0.6 1.7
C -23.292 -3.792 -11.764 -1.3 0.2 0.3
C -22.606 -4.271 -13.029 1.0 -0.1 0.6
O -22.082 -3.082 -13.645 -0.9 -1.6 -0.6
C -22.015 -2.093 -12.667 2.2 2.3 -1.4
H -21.600 -3.054 -10.813 0.5 0.1 -0.2
H -22.811 -1.855 -10.700 -0.6 -0.1 -0.1
H -24.301 -3.452 -12.000 -0.2 -0.1 0.1
H -23.335 -4.488 -10.926 -0.1 -0.4 -0.4
H -23.175 -4.894 -13.719 -0.2 0.4 -0.1
H -21.747 -4.860 -12.705 0.3 -0.4 -0.1
H -22.519 -1.212 -13.065 -0.6 0.1 0.4
H -20.976 -1.772 -12.593 0.3 0.2 -0.1
```
Forces are in eV/Å.

Properties
Kohn-Sham gap, eV: 9.772
E_tot, eV: -105229.0007